81
Properties=species:S:1:pos:R:3 method="wB97M-V/def2-TZVPD" relative_energy_ev=2.345 e_tot_ha=-3089.5642 largest_force_ev_per_a=6.1 homo_energy_ev="-8.7 / -9.7" multiplicity=1 gap_ev="3.38 / 5.50" total_charge=+1
Lu 0.07560 -0.30355 0.50406
C -0.74638 -0.13708 3.11845
C -1.47516 -1.20687 2.49687
C 0.69186 -1.92381 2.90151
C 0.59341 -0.58301 3.35286
C -0.54851 -2.28167 2.30509
C -1.34492 1.07936 3.71894
H -2.20816 1.43726 3.14738
H -0.61432 1.89932 3.74555
H -1.69122 0.92850 4.75920
C 1.60221 0.13439 4.17200
H 1.15522 0.96975 4.71858
H 2.41616 0.52787 3.54312
H 2.06067 -0.54869 4.91238
C 1.78097 -2.87621 3.21725
H 2.15509 -2.71108 4.23546
H 2.62386 -2.77531 2.52605
H 1.42615 -3.91044 3.15842
C -0.89660 -3.65064 1.84022
H -1.22922 -4.30897 2.66519
H -0.01878 -4.12852 1.37653
H -1.69358 -3.62853 1.08381
C -2.94183 -1.30814 2.34508
H -3.41009 -1.87363 3.17227
H -3.20514 -1.83238 1.41641
H -3.42129 -0.32559 2.32623
C -0.88972 2.41679 -2.90620
C -2.00687 2.70528 -2.16210
C -3.39751 2.52820 -2.69936
C -3.59895 1.19552 -3.44629
C -2.73302 0.09229 -2.94411
C -1.56296 -0.29294 -3.54307
C -0.82466 0.53150 -4.55801
C -0.93952 2.05765 -4.33442
H -3.60318 3.36448 -3.38752
H -3.49370 1.31821 -4.53574
H -4.16659 2.59175 -1.91809
H -1.82258 2.47599 -4.84190
H 0.12696 2.61067 -2.54284
H -1.99194 3.54227 -1.45422
H -0.08306 2.54368 -4.83830
H 0.24498 0.27801 -4.62543
H -1.40440 -1.35755 -3.71144
H -1.25132 0.27097 -5.54191
H -4.64645 0.87253 -3.32496
H -3.22588 -0.51039 -2.18383
P -0.74652 2.15147 -0.11669
C 0.08372 3.76147 -0.16395
C -2.54591 1.87412 0.34229
P -0.41053 -1.66758 -1.65962
C -0.35991 0.91290 -1.27365
C -2.02558 -2.51610 -1.54429
C 0.84014 -2.12659 -2.88059
H 1.16753 3.58572 -0.03930
H -0.26316 4.38465 0.67463
H -0.09932 4.26452 -1.12388
H -3.13025 1.67727 -0.57172
H -2.91633 2.81023 0.79866
H -2.72296 1.04314 1.04775
H 0.63682 -1.57725 -3.80954
H 0.79623 -3.21747 -3.01617
H 1.84298 -1.84398 -2.50891
H 0.51980 0.92063 -1.96914
H -1.35601 0.61852 -1.67992
H -1.86279 -3.50876 -1.09270
H -2.43861 -2.59226 -2.56329
H -2.72939 -1.95251 -0.89718
C 2.59314 -0.66547 0.45578
C 3.91100 -0.30764 0.98918
C 4.37471 -0.68041 2.28054
C 5.70404 -0.46864 2.67999
C 6.62300 0.14148 1.81637
C 6.16722 0.59276 0.56263
C 4.83929 0.40045 0.16679
H 2.39303 -1.74138 0.58326
H 2.49183 -0.35056 -0.58972
H 3.68125 -1.15752 2.98233
H 6.02766 -0.79203 3.67326
H 7.67120 0.28833 2.12258
H 6.87368 1.08854 -0.11419
H 4.50342 0.75273 -0.82076

=====

82
Properties=species:S:1:pos:R:3 method="wB97M-V/def2-TZVPD" relative_energy_ev=0.000 e_tot_ha=-3357.9557 largest_force_ev_per_a=3.1 homo_energy_ev=-10.0 multiplicity=1 gap_ev=6.79 total_charge=+1
Lu -0.69534 0.95091 -0.25198
C 0.22535 1.10902 2.11845
C 1.17185 1.62461 1.18270
C -0.67003 3.03921 1.20635
C -0.89032 2.01222 2.16319
C 0.65069 2.86174 0.66986
C 0.54734 0.04816 3.10598
H 1.45382 0.32371 3.68089
H 0.73626 -0.92667 2.62792
H -0.26897 -0.10232 3.81874
C -1.85555 2.14771 3.27123
H -2.85196 1.79987 2.99535
H -1.94206 3.19646 3.58947
H -1.53891 1.56716 4.13891
C -1.51785 4.25568 1.07065
H -1.85319 4.64658 2.04275
H -2.42924 4.05897 0.48542
H -0.97987 5.06458 0.56371
C 1.49317 3.94497 0.11515
H 2.14469 4.36323 0.91099
H 0.90438 4.77061 -0.29176
H 2.15749 3.57183 -0.67553
C 2.52886 1.08157 0.92872
H 3.31901 1.71955 1.35502
H 2.73319 1.00865 -0.15080
H 2.64836 0.07522 1.34311
C 1.35726 -3.65448 0.54290
C 2.55776 -4.02335 1.01298
C 3.86852 -3.79309 0.31064
C 3.82205 -4.09943 -1.20613
C 3.84254 -2.93273 -2.13186
C 3.01101 -1.87950 -2.06769
C 2.01971 -1.67976 -0.97068
C 1.10632 -2.91059 -0.72789
H 4.58438 -4.50600 0.74766
H 2.94586 -4.73611 -1.40047
H 4.27509 -2.78851 0.50945
H 1.15182 -3.56880 -1.60716
H 0.44968 -3.91656 1.08764
H 2.63177 -4.57536 1.95964
H 0.06728 -2.55255 -0.66568
H 2.52079 -1.41669 -0.03341
H 3.06326 -1.11641 -2.85098
H 1.37738 -0.81644 -1.23068
H 4.69621 -4.71301 -1.47164
H 4.57182 -2.99700 -2.94478
P -1.31458 -0.51875 -2.54105
P -0.92694 2.50493 -2.34137
C -1.65144 0.47772 -4.11118
C -1.98780 1.91843 -3.75902
H -2.47250 -0.00853 -4.65999
H -0.75384 0.40816 -4.74430
H -1.79356 2.59770 -4.60227
H -3.04078 2.03623 -3.45112
C -1.42607 4.24949 -2.30120
H -0.95348 4.76091 -1.45794
H -2.51355 4.29159 -2.16755
H -1.14423 4.76308 -3.22976
C 0.67434 2.58939 -3.27560
H 0.47920 2.51941 -4.36208
H 1.36400 1.78196 -2.98134
H 1.12723 3.55834 -3.03226
C -2.92698 -1.43370 -2.61146
H -2.92185 -2.21573 -1.84348
H -3.05911 -1.88800 -3.60349
H -3.75287 -0.74151 -2.41045
C -0.28836 -1.79578 -3.38724
H -0.55596 -1.85989 -4.45022
H -0.46033 -2.77391 -2.92515
H 0.77592 -1.54268 -3.30885
Te -2.83039 -0.83770 0.74302
C -2.61214 -1.36338 2.77668
C -3.35652 -0.63336 3.72583
C -3.12006 -0.83081 5.08993
C -2.23977 -1.83888 5.51144
C -1.60180 -2.65511 4.56464
C -1.78358 -2.42969 3.19023
H -4.09061 0.09435 3.36813
H -3.63512 -0.19872 5.81590
H -2.06685 -1.99379 6.57499
H -0.96497 -3.47646 4.89006
H -1.31627 -3.05215 2.43121

=====

103
Properties=species:S:1:pos:R:3 method="wB97M-V/def2-TZVPD" relative_energy_ev=11.350 e_tot_ha=-3334.1077 largest_force_ev_per_a=9.9 homo_energy_ev=-9.4 multiplicity=1 gap_ev=8.46
C -1.66771 1.50879 1.28120
O -1.19612 0.44682 0.42231
C 0.04919 0.49985 -0.10145
O 1.01497 1.07807 0.40014
O -0.01549 -0.21323 -1.18758
C 1.15643 -0.47690 -1.97137
H -1.76983 1.03327 2.25668
H -2.69450 1.82899 1.10439
H -1.06724 2.41629 1.21822
H 0.64311 -0.84149 -2.86113
H 1.64663 -1.19051 -1.30913
H 1.85548 0.35033 -2.09428
C 1.82578 3.13433 -0.52687
O 0.66877 2.93855 -1.33466
C -0.53597 3.26036 -0.98780
O -0.83831 3.93611 -0.01763
O -1.35185 2.96136 -1.97278
C -2.71997 2.74908 -1.77823
H 2.50476 3.94595 -0.78830
H 2.37512 2.19576 -0.60047
H 1.38895 3.11360 0.47156
H -3.27702 2.87698 -2.70636
H -3.16013 3.31409 -0.95658
H -2.87118 1.74711 -1.37660
C -4.24437 4.58084 5.23233
O -2.95031 4.36286 4.65194
C -2.66570 4.40283 3.36306
O -3.52976 4.36285 2.46096
O -1.38398 4.22574 3.30706
C -0.70420 4.36384 2.05969
H -4.32141 3.99682 6.14943
H -4.97883 4.35682 4.45872
H -4.29552 5.62810 5.53022
H -0.70797 3.36431 1.62491
H 0.33382 4.63029 2.25869
H -1.11000 5.20674 1.50029
C -0.55033 -3.07259 1.12321
O 0.61565 -2.29815 1.31459
C 0.60964 -1.22250 2.05869
O -0.29260 -0.95912 2.88031
O 1.78972 -0.56858 1.81998
C 1.92967 0.59646 2.56384
H -1.27765 -2.43343 0.62263
H -0.89579 -3.37953 2.11040
H -0.27681 -3.88972 0.45569
H 1.19001 1.39111 2.46623
H 2.81289 1.01011 2.07709
H 2.15871 0.46139 3.62091
C -3.75079 -0.80983 0.75866
O -4.76325 0.06192 1.30377
C -4.84892 1.37251 0.91663
O -4.02400 1.89604 0.15103
O -5.84098 1.95552 1.61408
C -6.15520 3.33237 1.47857
H -2.72298 -0.68098 1.09793
H -3.73562 -0.71571 -0.32717
H -3.98243 -1.86374 0.91262
H -6.09316 3.79637 2.46292
H -7.16736 3.49502 1.10819
H -5.59319 3.97287 0.79886
C -2.98959 -0.42318 -2.07984
C -1.75882 -0.25924 -2.76834
C -1.42025 -1.20105 -3.79701
C -2.17943 -2.39942 -3.99316
C -3.32565 -2.52832 -3.21141
C -3.80415 -1.50876 -2.35978
N -1.71818 -3.32731 -5.02051
O -0.61596 -3.19555 -5.54846
O -2.43705 -4.24845 -5.35052
H -3.28646 0.43366 -1.49325
H -1.14298 0.59685 -2.53542
H -0.52315 -1.10545 -4.39071
H -4.01334 -3.36004 -3.25311
H -4.80549 -1.61018 -1.96808
C 4.86391 -4.75702 -1.58760
C 4.22231 -5.10225 -2.75223
C 3.27530 -4.33782 -3.41974
C 3.12015 -2.97084 -2.99832
C 3.76628 -2.61187 -1.74535
C 4.55547 -3.51058 -1.04708
N 2.23369 -2.07343 -3.67503
O 2.12467 -0.95986 -3.25267
O 1.44706 -2.55601 -4.53355
H 5.63789 -5.31630 -1.08308
H 4.21609 -6.13689 -3.06191
H 2.78509 -4.77428 -4.27741
H 3.73915 -1.63019 -1.29594
H 4.99628 -3.18848 -0.11523
O 6.34648 -3.18157 3.18623
S 5.96426 -2.43722 2.00179
O 6.20016 -3.02352 0.65698
O 4.28290 -2.27001 2.17893
C 3.35491 -2.17571 1.14314
C 3.62208 -0.99974 0.18080
C 6.45963 -0.72706 2.20793
H 2.33714 -2.14642 1.53221
H 3.35158 -3.08590 0.54344
H 3.84880 -0.05984 0.68407
H 2.69799 -0.84263 -0.37551
H 4.36908 -1.21986 -0.58186
H 6.06374 -0.31264 1.28077
H 7.54634 -0.66729 2.26779
H 6.05123 -0.33204 3.13812

=====

102
Properties=species:S:1:pos:R:3 method="wB97M-V/def2-TZVPD" relative_energy_ev=0.000 e_tot_ha=-2977.2724 largest_force_ev_per_a=7.0 homo_energy_ev="-11.9 / -11.9" multiplicity=2 gap_ev="8.87 / 2.67" total_charge=+1
C 0.66197 4.93194 -4.05153
C -0.72878 5.45200 -3.52469
C -1.96054 4.82783 -4.28959
O -2.78455 4.23699 -3.27337
C -2.25603 4.46506 -2.08458
O -2.78455 4.07596 -1.02260
O -1.04195 5.12233 -2.18437
H 1.45648 5.02652 -3.31132
H 0.81770 5.37355 -5.03582
H 0.53587 3.86738 -4.24880
H -0.75462 6.54066 -3.57210
H -1.65283 4.12950 -5.06789
H -2.55992 5.62339 -4.73222
C 2.97958 1.02520 3.19823
C 4.37834 1.70901 3.35537
C 5.56734 0.75904 3.63155
O 6.47363 1.08819 2.54572
C 5.97082 1.94549 1.72979
O 6.61969 2.42818 0.76970
O 4.67465 2.22896 2.08965
H 2.69413 0.45598 4.08288
H 3.05002 0.34196 2.35188
H 2.14312 1.67652 2.94479
H 4.24734 2.45529 4.13896
H 5.24850 -0.27805 3.52715
H 6.06728 0.73841 4.59992
C -1.23494 -3.51644 0.62118
C -0.87939 -4.76892 -0.14378
C -0.52228 -5.97305 0.77301
O -1.49406 -6.96158 0.38488
C -2.23314 -6.61139 -0.65438
O -2.97369 -7.26000 -1.32724
O -2.02496 -5.31363 -0.89343
H -1.61228 -3.69006 1.62893
H -1.91684 -2.85756 0.08361
H -0.38181 -2.83902 0.65807
H -0.08911 -4.53933 -0.85851
H -0.44291 -5.76424 1.83988
H 0.44538 -6.30088 0.39320
C -4.76926 5.20566 1.45868
C -5.39445 3.78657 1.07150
C -4.26483 2.68204 1.13437
O -4.84347 1.67384 1.94253
C -5.72916 2.29991 2.71903
O -6.19859 1.76792 3.66691
O -6.14949 3.44736 2.23151
H -4.15499 5.09345 2.35209
H -5.60943 5.89001 1.57647
H -4.14157 5.69454 0.71362
H -6.04076 3.65709 0.20339
H -3.38639 3.09123 1.63336
H -4.07623 2.37004 0.10714
C 1.84534 -2.38136 2.43342
C 3.09208 -2.48717 1.53560
C 3.77100 -3.87546 1.65458
O 3.60010 -4.43775 0.33465
C 2.87555 -3.74063 -0.39912
O 2.54318 -4.01522 -1.57047
O 2.48637 -2.65067 0.20470
H 1.12092 -3.17502 2.25063
H 1.40118 -1.40727 2.22853
H 2.19103 -2.21520 3.45371
H 3.80197 -1.66005 1.52933
H 3.30854 -4.51599 2.40554
H 4.82639 -3.61656 1.73951
C -1.96130 0.67636 -0.83366
C -0.77383 1.63549 -0.70265
C 0.39024 1.02783 0.09849
O 1.46185 1.07400 -0.71328
C 1.08295 1.63352 -1.90946
O 1.87814 1.86565 -2.78195
O -0.24370 1.84397 -1.94817
H -1.66277 -0.05528 -1.58444
H -2.78848 1.27436 -1.21612
H -2.31363 0.25143 0.10623
H -0.96006 2.55581 -0.14909
H 0.33677 -0.00131 0.45361
H 0.66307 1.64024 0.95793
C -4.10622 -1.80183 -0.26358
O -4.39218 -3.13635 -0.26974
C -4.56490 -3.70745 0.98350
O -4.63478 -3.08618 2.11272
O -4.51501 -5.03876 0.89395
C -4.80903 -5.94906 1.93140
H -3.37924 -1.58384 0.51878
H -4.99162 -1.19723 -0.06703
H -3.61001 -1.57572 -1.20738
H -4.16862 -5.72312 2.78400
H -4.66365 -6.91972 1.45730
H -5.83531 -5.79260 2.26363
C 4.38145 1.05375 -4.99735
O 5.42165 1.44267 -4.05477
C 5.47865 1.19438 -2.71147
O 6.41926 1.56904 -1.98297
O 4.52066 0.45667 -2.31182
C 4.21028 0.31267 -0.97366
H 4.57355 0.99775 -6.06882
H 3.60650 1.79892 -4.81768
H 4.00710 0.04863 -4.80320
H 3.39053 -0.39652 -0.85896
H 3.76620 1.28282 -0.75070
H 4.97791 -0.00312 -0.26717

=====

81
Properties=species:S:1:pos:R:3 method="wB97M-V/def2-TZVPD" relative_energy_ev=3.692 e_tot_ha=-1981.5326 largest_force_ev_per_a=5.0 homo_energy_ev="-11.8 / -12.9" multiplicity=5 gap_ev="6.71 / 4.83" total_charge=+2
Pd 0.79591 0.36838 -1.08701
C -2.78316 0.05716 1.43400
C -3.10943 -0.91012 0.43175
C -2.47378 -2.00951 2.33951
C -2.38771 -0.62733 2.60151
C -2.91784 -2.19072 0.99599
C -3.01336 1.50788 1.41897
H -3.16790 1.93586 0.42526
H -2.19796 2.10502 1.86506
H -3.93400 1.65486 2.00539
C -1.98276 0.02469 3.87439
H -1.62875 1.05204 3.67631
H -1.17248 -0.50578 4.40799
H -2.85476 0.06742 4.55616
C -2.36395 -3.06752 3.35505
H -3.37545 -3.47738 3.54523
H -1.98625 -2.64914 4.29974
H -1.70460 -3.87988 3.01022
C -3.39223 -3.47218 0.44836
H -4.37393 -3.73642 0.88753
H -2.70801 -4.28734 0.69461
H -3.54157 -3.42290 -0.63135
C -3.71480 -0.65707 -0.88721
H -4.77952 -0.90645 -0.79860
H -3.30838 -1.29527 -1.68550
H -3.65819 0.38558 -1.22076
C 2.24988 2.76327 -2.07360
C 0.99631 3.46639 -2.40388
C 0.09164 3.21881 -3.60101
C 0.14340 1.77446 -4.19262
C 0.32514 0.61211 -3.18462
C 1.61411 0.06936 -3.10000
C 2.82583 0.76545 -3.66771
C 3.02429 2.23790 -3.19709
H 0.43608 3.99064 -4.35356
H 0.96185 1.78055 -4.93947
H -0.97361 3.42266 -3.29214
H 2.75544 2.92145 -4.02345
H 2.85284 3.32822 -1.38966
H 0.94416 4.44129 -1.92747
H 4.08613 2.49225 -3.00085
H 3.80248 0.25391 -3.49779
H 1.79262 -1.00225 -3.02711
H 2.66867 0.81964 -4.77914
H -0.79819 1.57584 -4.74622
H -0.57302 -0.04647 -3.14302
P 0.71677 2.54716 -0.97189
P 0.86322 -1.93167 -0.19945
C 2.64168 0.11832 -0.41306
C 2.67824 -1.34459 -0.19081
H 2.72737 0.85710 0.45637
H 3.10837 0.48085 -1.29485
H 3.18495 -1.86142 -0.99773
H 3.03152 -1.50673 0.81801
C 0.94132 -3.46796 0.73269
H -0.12923 -3.66770 1.02467
H 1.60498 -3.31194 1.61893
H 1.35039 -4.25918 0.04947
C 0.27789 -2.42253 -1.87789
H 1.02586 -3.00178 -2.44248
H -0.01505 -1.49835 -2.41903
H -0.64589 -2.99030 -1.67580
C 0.76954 3.35529 0.50955
H -0.24843 3.77312 0.53734
H 1.58851 4.08817 0.36466
H 0.95129 2.53630 1.25587
C -1.20614 1.96263 -1.14495
H -1.32187 1.13879 -0.38174
H -1.53096 1.71707 -2.16918
H -1.60778 2.90153 -0.78437
C 2.61531 -0.74959 4.34768
C 1.49265 -1.51885 3.97276
C 0.75655 -1.16831 2.79728
C 1.16858 -0.10493 1.96537
C 2.13177 0.74370 2.50180
C 2.91395 0.39748 3.63939
H 3.26867 -1.08827 5.14711
H 1.25143 -2.46071 4.50524
H -0.07570 -1.86678 2.54481
H 2.45744 1.62831 1.92097
H 3.77161 1.02640 3.83106